## i
This record from the OMol25 dataset describes a structure of composition C31H30BrClI2NO3SiZr. The level of theory is ωB97M-V/def2-TZVPD.

LUMO (eV): -3.94
HOMO (eV): -11.05
Frontier orbital gap (eV): 7.119

```
! wB97M-V def2-TZVPD RIJCOSX def2/J DEFGRID3
* xyz 1 1
Zr 0.461 0.169 1.243
O -3.167 1.191 1.329
C -2.989 -0.129 1.786
C -1.710 -0.663 1.036
O -0.848 -1.408 1.631
O -1.344 -0.108 -0.030
C -2.662 -0.087 3.279
C -2.278 1.108 3.874
C -1.883 1.126 5.210
C -1.870 -0.042 5.946
C -2.254 -1.241 5.348
C -2.639 -1.266 4.021
C -4.185 -1.007 1.468
C -5.461 -0.523 1.739
C -6.573 -1.309 1.472
C -6.416 -2.585 0.946
C -5.145 -3.074 0.684
C -4.031 -2.286 0.942
H -3.862 1.189 0.662
H -2.312 2.025 3.307
H -1.592 2.065 5.665
H -1.563 -0.031 6.985
H -2.247 -2.160 5.922
H -2.926 -2.205 3.563
H -5.588 0.460 2.180
H -7.563 -0.928 1.688
H -7.284 -3.199 0.741
H -5.018 -4.070 0.278
H -3.041 -2.679 0.730
C 2.358 2.907 6.337
Si 3.317 2.387 4.834
C 4.346 3.773 4.155
C 4.355 0.890 5.167
C 2.056 1.903 3.555
C 1.234 1.492 2.746
H 3.037 3.168 7.156
H 1.717 2.089 6.679
H 1.727 3.776 6.132
H 5.126 4.032 4.878
H 3.754 4.671 3.964
H 4.838 3.478 3.225
H 5.134 1.129 5.898
H 4.841 0.533 4.254
H 3.750 0.069 5.563
Br -1.845 3.615 -3.229
C -1.176 3.629 -1.473
C -1.127 4.794 -0.729
C -0.601 4.720 0.549
C -0.146 3.507 1.030
N -0.210 2.380 0.309
C -0.729 2.449 -0.923
H -1.491 5.728 -1.139
H -0.536 5.600 1.173
H 0.290 3.422 2.012
H -0.809 1.533 -1.485
I 1.390 -1.602 -1.262
I 2.330 -1.711 2.302
Cl 2.567 1.295 -0.081
C 2.870 1.651 -1.782
C 3.776 2.681 -1.963
C 4.139 3.051 -3.246
C 3.596 2.378 -4.331
C 2.700 1.344 -4.123
C 2.300 0.952 -2.843
C 1.246 -0.116 -2.796
H 4.196 3.179 -1.099
H 4.851 3.853 -3.392
H 3.874 2.655 -5.340
H 2.290 0.820 -4.979
H 1.269 -0.695 -3.712
H 0.247 0.296 -2.686
*
```

=====

## ii
This record from the OMol25 dataset describes a structure of composition C31H30BrClI2NO3SiZr. The level of theory is ωB97M-V/def2-TZVPD.

LUMO (eV): -3.74
HOMO (eV): -11.29
Frontier orbital gap (eV): 7.549

```
! wB97M-V def2-TZVPD RIJCOSX def2/J DEFGRID3
* xyz 1 1
Zr -0.635 -0.182 -0.026
O -0.145 -0.386 2.230
C 1.148 -1.048 2.568
C 2.010 -0.590 1.362
O 3.131 -0.178 1.450
O 1.314 -0.718 0.251
C 0.974 -2.551 2.500
C -0.268 -3.155 2.660
C -0.371 -4.539 2.677
C 0.762 -5.324 2.529
C 2.000 -4.722 2.352
C 2.107 -3.340 2.339
C 1.586 -0.543 3.921
C 1.483 -1.345 5.053
C 1.820 -0.837 6.301
C 2.258 0.471 6.428
C 2.367 1.275 5.301
C 2.038 0.771 4.055
H -0.658 -0.251 3.038
H -1.164 -2.559 2.787
H -1.340 -5.003 2.808
H 0.682 -6.402 2.545
H 2.887 -5.329 2.227
H 3.077 -2.870 2.217
H 1.150 -2.370 4.967
H 1.743 -1.472 7.174
H 2.523 0.863 7.401
H 2.724 2.293 5.389
H 2.171 1.393 3.180
C 1.038 1.875 -5.520
Si 0.158 0.249 -5.248
C -1.523 0.233 -6.063
C 1.196 -1.212 -5.759
C -0.132 0.110 -3.413
C -0.328 0.009 -2.208
H 1.234 2.035 -6.583
H 1.995 1.899 -4.995
H 0.430 2.711 -5.167
H -1.424 0.280 -7.149
H -2.124 1.087 -5.744
H -2.070 -0.679 -5.816
H 1.408 -1.177 -6.830
H 0.679 -2.150 -5.550
H 2.149 -1.225 -5.227
Br 1.456 4.518 3.008
C 0.958 3.864 1.316
C 1.126 4.627 0.173
C 0.727 4.085 -1.036
C 0.189 2.812 -1.068
N 0.035 2.072 0.043
C 0.413 2.600 1.216
H 1.555 5.618 0.231
H 0.834 4.641 -1.956
H -0.123 2.356 -1.994
H 0.276 2.002 2.105
I -0.241 -2.872 -2.026
I -0.581 -5.368 -1.134
Cl -2.665 1.419 1.653
C -3.053 1.422 -0.067
C -3.293 2.643 -0.688
C -3.650 2.640 -2.019
C -3.773 1.427 -2.702
C -3.530 0.232 -2.068
C -3.178 0.181 -0.703
C -2.750 -1.054 -0.034
H -3.206 3.563 -0.126
H -3.846 3.574 -2.526
H -4.061 1.429 -3.745
H -3.609 -0.702 -2.610
H -2.926 -1.945 -0.629
H -3.145 -1.179 0.974
*
```

=====

Order from most stable to least stable according to the calculation: ii, i

=====

## i
This record from the OMol25 dataset describes a cluster of 4 separate species, C2H14NO3 in total. The level of theory is ωB97M-V/def2-TZVPD.

LUMO (eV): -2.84
HOMO (eV): -15.08
Frontier orbital gap (eV): 12.237

```
! wB97M-V def2-TZVPD RIJCOSX def2/J DEFGRID3
* xyz 1 1
C 0.941 1.461 -2.275
C 0.437 1.411 -0.839
N -0.840 0.643 -0.748
H 1.798 2.112 -2.321
H 0.181 1.830 -2.972
H 1.255 0.455 -2.569
H 0.234 2.386 -0.405
H 1.180 0.906 -0.222
H -1.044 0.427 0.251
H -1.634 1.188 -1.094
H -0.784 -0.224 -1.294
H -0.887 -2.671 -1.287
H 0.594 -2.573 -1.672
O -0.197 -2.036 -1.522
H 0.085 -2.545 4.491
H 1.099 -1.861 3.586
O 0.172 -1.833 3.848
H -1.083 1.044 2.551
H -0.544 -0.403 2.520
O -0.964 0.282 1.974
*
```

=====

## ii
This record from the OMol25 dataset describes a cluster of 4 separate species, C2H14NO3 in total. The level of theory is ωB97M-V/def2-TZVPD.

LUMO (eV): -3.16
HOMO (eV): -13.47
Frontier orbital gap (eV): 10.312

```
! wB97M-V def2-TZVPD RIJCOSX def2/J DEFGRID3
* xyz 1 1
C 3.037 -0.279 -0.497
C 1.699 0.434 -0.313
N 1.309 0.407 1.149
H 3.106 -1.254 0.002
H 3.748 0.392 0.003
H 3.283 -0.449 -1.552
H 0.907 -0.035 -0.872
H 1.800 1.472 -0.611
H 0.470 0.995 1.091
H 0.775 -0.419 1.522
H 1.975 0.856 1.773
H -2.295 -1.348 3.725
H -3.297 -0.771 2.783
O -2.352 -0.969 2.838
H -1.052 -1.822 0.506
H -0.948 -1.455 1.873
O -0.326 -1.698 1.138
H -4.191 2.421 -5.437
H -3.814 1.279 -4.562
O -3.835 2.244 -4.559
*
```

=====

Order from most stable to least stable according to the calculation: i, ii

=====

## i
This record from the OMol25 dataset describes a structure of composition C28H40B2O31V. The level of theory is ωB97M-V/def2-TZVPD.

LUMO (alpha / beta) (eV): -0.46 / -0.46
HOMO (alpha / beta) (eV): -8.65 / -8.83
Expectation value of S²: 3.75
Frontier orbital gap (alpha / beta) (eV): 8.191 / 8.369

```
! wB97M-V def2-TZVPD RIJCOSX def2/J DEFGRID3
* xyz 0 4
V 8.952 -14.547 -24.543
O 13.969 -18.814 -29.963
C 13.120 -18.704 -29.145
O 12.125 -17.810 -29.155
B 11.252 -18.024 -28.010
O 11.874 -19.112 -27.243
C 12.920 -19.587 -27.883
O 13.526 -20.574 -27.634
O 9.915 -18.374 -28.522
C 9.010 -17.605 -27.980
O 7.852 -17.532 -28.271
C 9.744 -16.621 -27.050
O 11.024 -16.827 -27.200
O 9.188 -15.852 -26.313
O 10.042 -16.319 -23.692
C 10.655 -17.263 -23.262
O 10.632 -18.519 -23.606
B 11.589 -19.265 -22.734
O 11.949 -18.278 -21.643
C 11.422 -17.119 -21.940
O 11.466 -16.112 -21.286
O 11.004 -20.471 -22.185
C 11.815 -21.516 -22.404
O 11.652 -22.640 -22.067
C 13.073 -20.962 -23.147
O 12.835 -19.683 -23.426
O 13.981 -21.649 -23.461
C 3.800 -16.162 -22.598
C 5.198 -16.729 -22.887
O 5.290 -16.866 -24.302
C 6.151 -16.175 -25.008
O 6.959 -15.368 -24.598
O 6.079 -16.440 -26.297
C 5.215 -17.439 -26.828
H 3.789 -15.116 -22.916
H 3.610 -16.192 -21.527
H 3.072 -16.725 -23.179
H 5.208 -17.654 -22.310
H 5.972 -16.050 -22.537
H 5.250 -18.438 -26.397
H 5.434 -17.519 -27.887
H 4.186 -17.089 -26.718
C 14.837 -16.293 -24.838
C 13.473 -15.666 -24.626
O 13.278 -14.581 -25.591
C 12.184 -13.913 -25.580
O 11.181 -14.201 -24.936
O 12.274 -12.887 -26.428
C 11.193 -12.023 -26.695
H 15.217 -16.590 -23.861
H 15.541 -15.661 -25.374
H 14.767 -17.241 -25.372
H 13.336 -15.263 -23.625
H 12.667 -16.355 -24.878
H 11.185 -11.212 -25.965
H 10.218 -12.500 -26.583
H 11.338 -11.535 -27.655
C 6.458 -9.716 -22.697
C 7.473 -10.859 -22.706
O 8.766 -10.338 -22.975
C 9.672 -11.171 -23.483
O 9.436 -12.284 -23.839
O 10.840 -10.602 -23.636
C 11.192 -9.289 -23.228
H 6.737 -8.930 -21.977
H 5.578 -10.041 -22.138
H 6.349 -9.139 -23.611
H 7.175 -11.552 -23.495
H 7.444 -11.393 -21.754
H 11.589 -8.842 -24.143
H 12.039 -9.288 -22.543
H 10.389 -8.678 -22.825
C 8.206 -12.711 -29.666
C 7.613 -13.718 -28.686
O 6.685 -13.048 -27.824
C 6.969 -12.856 -26.554
O 7.972 -13.210 -25.991
O 6.010 -12.162 -25.947
C 4.722 -12.001 -26.543
H 8.891 -12.066 -29.117
H 7.353 -12.151 -30.049
H 8.656 -13.265 -30.486
H 8.376 -14.312 -28.182
H 7.051 -14.465 -29.248
H 4.288 -12.976 -26.760
H 4.761 -11.470 -27.493
H 4.140 -11.436 -25.823
C 5.768 -15.417 -19.065
C 6.483 -14.147 -19.543
O 7.005 -14.290 -20.889
C 8.230 -14.105 -21.279
O 8.603 -14.345 -22.394
O 9.014 -13.573 -20.334
C 10.379 -13.348 -20.657
H 6.168 -16.287 -19.581
H 4.720 -15.159 -19.203
H 5.947 -15.602 -18.008
H 7.359 -13.946 -18.925
H 5.865 -13.254 -19.535
H 10.850 -13.133 -19.698
H 10.533 -12.490 -21.311
H 10.932 -14.208 -21.039
*
```

=====

## ii
This record from the OMol25 dataset describes a structure of composition C28H40B2O31V. The level of theory is ωB97M-V/def2-TZVPD.

LUMO (alpha / beta) (eV): -0.25 / -0.25
HOMO (alpha / beta) (eV): -8.62 / -9.78
Expectation value of S²: 3.75
Frontier orbital gap (alpha / beta) (eV): 8.376 / 9.528

```
! wB97M-V def2-TZVPD RIJCOSX def2/J DEFGRID3
* xyz 0 4
V -0.456 -0.380 -0.017
O 3.271 -0.677 -7.642
C 3.331 -1.092 -6.521
O 3.141 -0.407 -5.405
B 3.299 -1.285 -4.234
O 3.690 -2.577 -4.792
C 3.779 -2.473 -6.113
O 4.113 -3.321 -6.887
O 2.021 -1.290 -3.454
C 2.190 -0.678 -2.337
O 1.347 -0.526 -1.476
C 3.694 -0.298 -2.219
O 4.321 -0.778 -3.278
O 4.196 0.119 -1.215
O -1.402 0.796 1.991
C -1.486 1.902 2.446
O -1.121 3.042 1.893
B -1.499 4.165 2.762
O -2.365 3.562 3.802
C -2.292 2.253 3.680
O -2.872 1.487 4.409
O -0.399 4.892 3.390
C -0.436 6.157 2.995
O 0.344 7.021 3.286
C -1.700 6.399 2.189
O -2.239 5.221 2.018
O -2.059 7.436 1.702
C 3.021 4.459 2.062
C 1.975 3.314 1.892
O 2.667 2.075 2.121
C 2.216 0.996 1.517
O 1.144 0.802 0.973
O 3.117 0.044 1.568
C 4.525 0.237 1.807
H 2.991 4.717 3.121
H 2.777 5.356 1.495
H 4.059 4.218 1.837
H 1.561 3.395 0.883
H 1.070 3.368 2.488
H 4.634 0.679 2.795
H 4.896 0.941 1.064
H 5.085 -0.682 1.671
C 2.685 3.983 -1.928
C 1.527 2.988 -1.929
O 0.360 3.682 -1.491
C -0.662 2.944 -1.076
O -0.577 1.755 -0.910
O -1.780 3.637 -0.927
C -1.872 5.029 -1.147
H 2.789 4.357 -0.909
H 2.664 4.765 -2.684
H 3.633 3.469 -2.109
H 1.788 2.255 -1.161
H 1.410 2.406 -2.843
H -1.851 5.257 -2.218
H -0.981 5.592 -0.855
H -2.743 5.426 -0.640
C -4.937 -2.339 -3.308
C -5.260 -1.320 -2.220
O -3.959 -0.923 -1.720
C -3.663 -0.807 -0.438
O -2.599 -0.465 -0.022
O -4.668 -1.227 0.360
C -4.522 -0.895 1.730
H -4.388 -3.175 -2.875
H -4.242 -1.863 -4.003
H -5.796 -2.640 -3.904
H -5.858 -1.721 -1.406
H -5.656 -0.397 -2.638
H -5.453 -0.931 2.296
H -4.139 0.097 1.968
H -3.890 -1.645 2.205
C -0.097 -6.303 0.865
C 0.165 -5.582 -0.453
O -0.190 -4.207 -0.285
C -0.415 -3.370 -1.296
O -0.796 -2.235 -1.169
O -0.168 -3.961 -2.444
C -0.407 -3.312 -3.703
H 0.354 -7.292 0.910
H -1.166 -6.524 0.928
H 0.145 -5.642 1.695
H -0.208 -6.120 -1.323
H 1.242 -5.678 -0.621
H 0.344 -3.668 -4.402
H -0.274 -2.238 -3.585
H -1.424 -3.557 -4.000
C -2.093 -3.133 5.031
C -1.596 -2.246 3.898
O -0.232 -2.653 3.666
C 0.402 -2.237 2.586
O -0.088 -1.682 1.621
O 1.617 -2.726 2.609
C 2.337 -2.937 1.407
H -2.325 -4.147 4.707
H -3.008 -2.668 5.403
H -1.385 -3.178 5.856
H -1.605 -1.202 4.211
H -2.305 -2.346 3.079
H 3.215 -2.295 1.421
H 1.741 -2.779 0.513
H 2.707 -3.963 1.414
*
```

=====

Order from most stable to least stable according to the calculation: ii, i

=====

## i
This record from the OMol25 dataset describes the molecule C3H3ClOS. The level of theory is ωB97M-V/def2-TZVPD.

LUMO (eV): -0.16
HOMO (eV): -10.24
Frontier orbital gap (eV): 10.080
SMILES: C=C(Cl)C(=O)S

```
! wB97M-V def2-TZVPD RIJCOSX def2/J DEFGRID3
* xyz 0 1
C 1.214 0.497 0.776
C 0.037 0.296 0.295
Cl -1.224 1.441 0.605
C -0.092 -0.833 -0.729
O 0.764 -1.665 -0.961
S -1.711 -0.977 -1.401
H 1.249 1.388 1.453
H 1.980 -0.247 0.849
H -2.216 0.099 -0.887
*
```

=====

## ii
This record from the OMol25 dataset describes the molecule C3H3ClOS. The level of theory is ωB97M-V/def2-TZVPD.

LUMO (eV): -0.40
HOMO (eV): -8.71
Frontier orbital gap (eV): 8.306
SMILES: OC(=S)/C=C\Cl

```
! wB97M-V def2-TZVPD RIJCOSX def2/J DEFGRID3
* xyz 0 1
O -1.582 -0.791 0.493
C -0.654 -0.818 -0.430
S -0.864 -1.979 -1.539
C 0.544 0.115 -0.594
C 0.856 1.076 0.257
Cl -0.137 1.706 1.539
H -1.255 -0.301 1.469
H 1.229 -0.414 -1.420
H 1.863 1.406 0.225
*
```

=====

Order from most stable to least stable according to the calculation: i, ii

=====

## i
This record from the OMol25 dataset describes a cluster of 2 separate species, C6H16N2O in total. The level of theory is ωB97M-V/def2-TZVPD.

LUMO (eV): 0.94
HOMO (eV): -9.16
Frontier orbital gap (eV): 10.107
SMILES: CC(=O)C(C)C.NCN

```
! wB97M-V def2-TZVPD RIJCOSX def2/J DEFGRID3
* xyz 0 1
C 0.462 -0.829 -1.660
C 0.324 0.322 -0.702
O -0.167 1.384 -1.031
C 1.336 0.267 0.565
C 2.674 0.827 0.081
C 1.506 -1.121 1.168
H -0.031 -0.596 -2.601
H 1.505 -1.076 -1.844
H -0.034 -1.699 -1.232
H 0.930 0.957 1.313
H 3.366 0.928 0.917
H 2.538 1.805 -0.378
H 3.126 0.170 -0.660
H 0.546 -1.539 1.468
H 2.138 -1.066 2.055
H 1.975 -1.805 0.464
N -2.768 -0.556 -0.714
C -2.313 -0.048 0.556
N -2.616 1.358 0.724
H -3.768 -0.410 -0.807
H -2.325 -0.015 -1.452
H -2.817 -0.607 1.350
H -1.128 -0.207 0.645
H -2.440 1.660 1.675
H -2.019 1.898 0.100
*
```

=====

## ii
This record from the OMol25 dataset describes a cluster of 3 separate species, C6H16N2O in total. The level of theory is ωB97M-V/def2-TZVPD.

LUMO (alpha / beta) (eV): 0.88 / 0.40
HOMO (alpha / beta) (eV): -7.94 / -6.56
Frontier orbital gap (alpha / beta) (eV): 8.822 / 6.956

```
! wB97M-V def2-TZVPD RIJCOSX def2/J DEFGRID3
* xyz 0 1
C 0.119 -0.397 -0.169
C 2.398 -0.955 0.056
C -1.451 2.189 -0.927
C -2.456 1.063 0.921
C -0.534 -1.644 0.331
C 2.635 -1.541 -1.294
N 0.586 0.615 0.522
N -1.697 0.926 -0.285
O 0.415 0.455 1.880
H 0.761 1.281 2.241
H 0.230 -0.262 -1.234
H 2.212 -1.624 0.889
H 2.971 -0.075 0.315
H -1.972 1.708 1.681
H -2.374 2.583 -1.387
H -0.719 2.069 -1.731
H -1.079 2.978 -0.248
H -2.628 0.088 1.382
H -3.447 1.514 0.727
H -1.547 -1.681 -0.066
H 0.011 -2.517 -0.033
H -0.569 -1.673 1.417
H 2.579 -0.780 -2.079
H 3.637 -1.990 -1.371
H 1.920 -2.332 -1.537
*
```

=====

Order from most stable to least stable according to the calculation: i, ii

=====

## i
This record from the OMol25 dataset describes the molecule C4H13N2. The level of theory is ωB97M-V/def2-TZVPD.

LUMO (alpha / beta) (eV): 0.84 / 0.64
HOMO (alpha / beta) (eV): -3.00 / -10.27
Expectation value of S²: 0.75
Frontier orbital gap (alpha / beta) (eV): 3.842 / 10.908

```
! wB97M-V def2-TZVPD RIJCOSX def2/J DEFGRID3
* xyz 0 2
C -0.874 -1.562 0.396
C -1.064 -0.076 0.223
C 0.064 0.836 1.008
C 1.526 0.424 0.583
N 1.650 0.236 -0.880
N -1.172 0.403 -1.181
H -1.509 -1.854 1.270
H -1.009 -2.146 -0.519
H 0.184 -1.713 0.627
H -1.995 0.270 0.706
H -0.104 1.850 0.630
H -0.247 0.894 2.054
H 1.522 -0.575 1.049
H 2.401 0.922 0.999
H 2.248 -0.519 -1.176
H -1.813 -0.250 -1.758
H 1.914 1.112 -1.313
H -1.584 1.340 -1.192
H -0.139 0.407 -1.524
*
```

=====

## ii
This record from the OMol25 dataset describes the molecule C4H13N2. The level of theory is ωB97M-V/def2-TZVPD.

LUMO (alpha / beta) (eV): 0.83 / 0.59
HOMO (alpha / beta) (eV): -3.16 / -10.42
Expectation value of S²: 0.75
Frontier orbital gap (alpha / beta) (eV): 3.995 / 11.008

```
! wB97M-V def2-TZVPD RIJCOSX def2/J DEFGRID3
* xyz 0 2
C 0.117 0.788 1.425
N -0.627 2.026 1.654
C -0.296 0.004 0.215
N -0.241 1.022 -0.900
C 0.328 -1.935 -1.486
C 0.613 -1.154 -0.165
H 1.192 0.943 1.248
H -0.290 0.104 2.156
H -0.244 2.416 2.503
H -1.600 1.836 1.793
H -1.416 -0.390 0.161
H 0.647 1.008 -1.505
H -0.422 1.929 -0.329
H -0.820 0.585 -1.681
H 1.242 -2.582 -1.707
H -0.522 -2.734 -1.317
H 0.090 -1.229 -2.437
H 1.644 -0.796 -0.391
H 0.604 -1.839 0.762
*
```

=====

Order from most stable to least stable according to the calculation: i, ii